Entry 1:
Density functional theory data (wB97M-V/def2-TZVPD) for a structure of composition C31H81Cu2O30S9 in a non-equilibrium geometry.

Geometry as XYZ:
```
153
Properties=species:S:1:pos:R:3:forces:R:3
Cu -1.672340 2.528215 1.537241 2.93 0.22 -0.65
Cu 1.162854 4.552171 2.455566 -1.40 -1.45 -0.36
C -2.436386 5.518850 4.641436 0.05 0.19 -0.97
C -2.325603 5.159899 3.100545 -0.84 0.10 1.63
O -1.212781 4.470112 2.719222 1.02 -2.24 -1.12
H -3.308522 6.156778 4.784706 0.03 0.38 -0.13
H -1.546476 6.039457 4.995147 0.03 0.01 0.03
H -2.659454 4.678171 5.298403 0.36 -0.41 -0.27
H -2.503752 6.049485 2.496393 0.14 0.43 0.01
H -3.212069 4.541491 2.959589 -0.50 -0.24 -0.33
O -1.416583 0.790235 0.132619 1.24 1.45 1.23
C 0.016624 0.659871 -0.149107 -1.10 0.31 1.71
C 1.018537 1.221084 1.038669 -1.00 0.51 -0.99
O 0.679501 2.486576 1.564506 -1.50 0.11 -0.18
H 0.234810 0.967805 -1.171687 0.21 1.02 -0.04
H 0.167359 -0.415414 -0.244660 0.43 -0.54 0.43
H 2.050785 1.217006 0.688597 0.19 0.01 -0.57
H 1.020074 0.444795 1.803833 -0.41 -0.23 0.45
O -2.083878 6.067385 -1.077402 0.24 -2.21 -1.09
S -1.936336 4.655077 -1.403991 -0.66 0.89 0.64
O -2.002859 3.720321 -0.270415 -0.31 0.75 -1.62
O -3.148547 4.305032 -2.532062 1.90 -0.15 1.96
C -3.325514 2.890639 -2.825429 -1.46 0.01 -1.15
C -2.600449 2.481492 -4.120754 1.19 -0.13 1.66
C -0.412711 4.246583 -2.349012 -1.16 -0.59 0.92
H -4.377385 2.796838 -3.095385 -0.27 0.49 0.20
H -3.267975 2.266269 -1.933833 0.91 0.07 -0.01
H -1.615578 2.098026 -3.854138 0.18 -0.16 -0.15
H -2.396540 3.393189 -4.682276 -0.54 -0.28 -0.48
H -3.113206 1.663419 -4.626676 -0.15 0.44 -0.26
H -0.400510 3.162417 -2.237025 0.03 -0.10 -0.24
H 0.463383 4.592734 -1.800612 -0.17 0.49 -0.18
H -0.541295 4.529746 -3.393707 0.23 0.29 0.32
O 0.540951 -3.500087 1.715365 -1.54 -1.87 -1.02
S -0.493177 -4.333446 1.060041 -0.26 1.29 -0.07
O -0.206356 -5.625044 0.462028 0.23 1.37 0.88
O -1.746619 -4.509728 2.091014 1.12 0.39 -0.38
C -1.481028 -5.350989 3.248151 -0.18 -0.94 0.12
C -1.948930 -4.733931 4.542299 -0.08 0.35 -0.05
C -1.343563 -3.279108 -0.181174 0.64 -1.19 0.41
H -0.427202 -5.610900 3.348049 0.15 0.30 -0.33
H -2.000438 -6.287345 3.044299 -0.04 -0.01 0.04
H -3.032697 -4.648000 4.620798 -0.03 0.12 -0.24
H -1.486608 -3.754754 4.667081 -0.06 0.06 0.13
H -1.642959 -5.360819 5.379851 0.15 -0.06 -0.08
H -0.569054 -2.935517 -0.866873 0.15 0.28 0.34
H -1.873987 -2.469180 0.319588 0.16 -0.14 -0.23
H -1.961417 -3.948303 -0.779951 -0.35 0.10 0.36
O 2.047108 2.737180 6.892712 -0.28 0.11 -0.63
S 1.081273 2.609496 5.829178 -1.04 -0.47 0.14
O 1.103146 3.561780 4.721765 0.31 -1.59 1.05
O 1.148144 0.998847 5.348890 -0.77 2.39 0.49
C 2.448859 0.527734 4.978690 -0.30 -0.58 -0.99
C 2.233109 -0.870983 4.440654 0.28 -0.95 -0.01
C -0.636246 2.650845 6.540668 1.21 -0.37 -0.97
H 3.123293 0.549299 5.834719 0.00 0.15 -0.12
H 2.789606 1.106759 4.120363 0.40 0.42 0.30
H 3.179321 -1.375881 4.246105 0.32 0.20 0.18
H 1.733684 -0.927004 3.473421 -0.30 0.47 0.09
H 1.696534 -1.525276 5.127746 -0.12 0.18 0.17
H -0.991013 3.670277 6.389050 0.27 -0.03 0.23
H -0.568882 2.328231 7.579654 -0.03 0.10 -0.19
H -1.248509 1.990375 5.926649 0.13 -0.07 0.17
O 6.076422 -0.867738 -6.629705 -0.25 0.41 1.10
S 5.792559 -0.245482 -5.363385 -1.74 -0.15 1.53
O 6.353944 1.047840 -5.016264 -0.47 -1.46 -0.27
O 4.111927 -0.147193 -5.265237 1.86 0.18 -0.05
C 3.571711 0.571526 -4.119300 -0.91 0.21 -0.16
C 2.303644 -0.138354 -3.634600 0.60 -0.65 0.24
C 6.075585 -1.493161 -3.940462 -0.07 0.63 -1.55
H 3.196616 1.562594 -4.374627 0.55 0.15 -0.78
H 4.345838 0.764846 -3.376694 -0.19 -0.46 0.22
H 1.741664 0.530932 -2.983182 0.08 -0.06 0.13
H 2.529672 -1.065092 -3.107183 0.12 0.03 0.33
H 1.642846 -0.468365 -4.436180 0.19 0.45 -0.40
H 5.522183 -1.291273 -3.023362 0.22 0.68 -0.23
H 7.158578 -1.498519 -3.817125 -0.12 -0.01 0.21
H 5.723135 -2.462275 -4.293577 0.14 0.12 -0.35
O -4.415238 -4.675832 -2.970774 -0.01 1.52 0.85
S -5.129781 -3.854262 -2.018997 -2.62 0.18 0.62
O -5.604616 -4.475355 -0.798229 0.71 0.41 -0.66
O -4.296734 -2.509152 -1.579613 -0.25 -1.23 -1.02
C -4.797492 -1.750852 -0.467098 -0.76 1.72 -0.14
C -4.728353 -0.187421 -0.741468 0.39 -1.27 0.60
C -6.687031 -3.081877 -2.804977 2.03 -1.73 -0.17
H -4.310142 -2.097494 0.444172 0.63 0.37 -0.16
H -5.841929 -1.933782 -0.214532 -0.22 -0.50 -0.56
H -4.851376 0.214066 0.264403 0.26 0.43 0.00
H -5.520757 0.255759 -1.344621 -0.32 -0.68 -0.10
H -3.797935 0.160795 -1.189970 0.28 -0.28 0.43
H -7.392879 -3.907765 -2.893141 -0.12 0.04 0.77
H -6.407526 -2.948979 -3.850113 0.15 1.08 0.17
H -6.993367 -2.255461 -2.163649 -0.02 -0.07 -0.51
O -1.862024 1.373872 3.350039 -0.82 -1.28 0.57
S -2.428833 0.134527 3.882324 0.33 -1.25 -0.78
O -2.152986 -0.245274 5.254854 0.00 0.44 -1.47
O -4.002414 0.246936 3.702607 1.58 0.89 -0.89
C -4.850071 -0.661741 4.400316 -0.03 0.42 0.36
C -5.990495 -0.921088 3.484225 -0.51 -0.15 -0.73
C -2.185788 -1.331401 2.696421 0.21 1.27 0.98
H -5.125699 -0.035804 5.249036 -0.42 -0.81 0.43
H -4.343666 -1.576854 4.707267 0.19 0.16 0.09
H -6.598435 -1.725567 3.898154 -0.58 0.52 0.07
H -5.735653 -1.257323 2.479188 0.77 -0.37 0.11
H -6.462336 0.030731 3.240275 -0.72 -0.17 0.58
H -2.488878 -0.996739 1.704332 -0.08 0.33 0.15
H -2.808384 -2.134636 3.090499 0.01 0.12 0.00
H -1.145677 -1.653305 2.644750 0.05 0.22 0.31
O 2.646273 4.515961 0.449090 1.70 0.73 -1.23
S 3.828957 4.272098 -0.365564 1.74 -2.23 0.58
O 3.685156 3.905803 -1.761938 -0.07 1.06 0.92
O 4.959111 5.477014 -0.182079 -1.45 -0.56 0.42
C 6.285858 5.284531 -0.762829 -0.29 -0.64 -0.79
C 7.098771 6.567926 -0.755190 -0.47 -0.39 0.09
C 4.718811 2.819252 0.399635 -0.88 0.86 0.53
H 6.083691 4.883098 -1.755848 0.36 0.20 -0.23
H 6.851730 4.526660 -0.221049 -0.29 -0.13 0.30
H 6.567540 7.370592 -1.266670 0.04 0.11 0.34
H 8.040333 6.408022 -1.280528 -0.06 -0.20 -0.10
H 7.362358 6.780481 0.280884 -0.20 0.50 -0.09
H 5.070595 3.062692 1.402179 0.24 0.50 -0.16
H 5.513707 2.403028 -0.219240 -0.30 0.28 -0.15
H 3.941136 2.084720 0.608920 -0.04 0.05 -0.58
O 4.811140 -0.539417 1.399718 -0.03 -0.53 -0.87
S 4.428292 -0.917203 0.064643 -1.44 -0.37 -2.80
O 4.035025 0.107282 -0.921714 1.33 -1.79 1.79
O 5.596252 -1.817571 -0.706463 -0.86 0.92 1.26
C 6.274079 -2.904261 0.009633 -0.35 0.19 1.14
C 5.963649 -4.187868 -0.688101 0.52 0.11 -1.16
C 3.000208 -2.115515 0.042309 0.58 -0.26 1.02
H 5.955820 -2.973307 1.049839 -0.02 0.57 0.12
H 7.335514 -2.658475 -0.022614 -0.09 -0.06 0.04
H 4.905995 -4.451431 -0.684226 0.09 0.18 -0.14
H 6.530521 -5.066789 -0.381097 0.12 0.28 0.41
H 6.337757 -3.922165 -1.676817 -0.55 -0.78 -0.62
H 3.159214 -3.100929 -0.395614 0.76 0.39 -0.60
H 2.136716 -1.671325 -0.452841 0.24 0.37 0.32
H 2.813089 -2.417965 1.072652 -0.38 0.65 0.16
O -4.329573 -2.434064 -5.497035 2.05 -0.74 -1.22
S -3.137265 -2.985557 -6.172065 -0.66 -0.66 -0.73
O -2.873069 -2.695233 -7.605608 -0.19 -0.28 3.74
O -1.804852 -2.595494 -5.251866 -1.32 -0.57 -2.95
C -1.963443 -2.536008 -3.861607 -2.57 -1.50 0.71
C -1.204218 -1.439034 -3.355265 2.50 2.27 0.51
C -3.215332 -4.858858 -6.054599 0.37 1.06 -0.68
H -1.787706 -3.519366 -3.425455 0.57 -0.10 0.04
H -2.993138 -2.336626 -3.564851 -0.25 -0.06 -0.59
H -0.126856 -1.576797 -3.447075 0.23 -0.45 0.65
H -1.508310 -1.144579 -2.350808 0.23 -0.02 0.08
H -1.270045 -0.569292 -4.008960 -0.80 0.18 0.01
H -3.933641 -5.130695 -6.828062 -0.37 0.16 0.31
H -3.461062 -5.247108 -5.066174 -0.09 0.44 -0.10
H -2.282138 -5.275524 -6.433583 0.25 0.36 0.28
```
Positions in Å, forces in eV/Å.

As for the spin multiplicity: 4. The gap between HOMO and LUMO (spin up / spin down) is 5.76 / 6.29 eV. The value obtained for the LUMO energy (spin up / spin down) is -0.00027 / -0.05937 hartree. The value obtained for the HOMO energy (spin up / spin down) is -5.7693 / -7.9083 eV.

Entry 2:
Density functional theory data (wB97M-V/def2-TZVPD) for a structure of composition C16H32N4O6PPd.

Geometry as XYZ:
```
60
Properties=species:S:1:pos:R:3:forces:R:3
Pd 0.011859 -0.319415 0.433793 -0.07 0.01 -0.01
C 1.098232 1.953732 3.271386 0.03 -0.03 0.02
N 1.883099 2.705173 2.312708 0.02 0.04 -0.03
C 3.319896 2.447790 2.369660 0.00 -0.02 0.02
C 4.060132 2.971430 1.149589 -0.03 0.00 0.00
C 3.374774 4.237006 0.672418 0.01 0.00 -0.01
N 1.989344 3.958299 0.355500 -0.02 -0.01 -0.01
C 1.539358 4.112545 -1.010575 0.01 0.00 0.00
C 1.226593 3.203398 1.215877 -0.04 -0.02 0.01
O 0.020820 3.047491 1.047833 0.02 0.01 0.02
H 1.582326 2.021561 4.249614 0.01 0.01 -0.01
H 1.028632 0.899817 2.979594 -0.03 -0.01 -0.01
H 0.094614 2.362974 3.332487 -0.02 0.00 0.00
H 3.483517 1.369748 2.464393 -0.01 0.01 0.01
H 3.708178 2.919435 3.281585 0.00 0.01 0.00
H 4.038104 2.234764 0.348811 0.02 0.02 -0.02
H 5.104292 3.159359 1.407622 0.00 -0.01 0.00
H 3.853089 4.627601 -0.226425 0.00 0.00 0.00
H 3.433254 5.018620 1.441742 0.00 0.00 0.00
H 1.631605 5.154294 -1.330567 0.00 0.00 0.00
H 0.495656 3.817657 -1.060440 0.00 0.00 0.00
H 2.117807 3.474038 -1.686213 0.00 0.00 0.00
C -3.005447 2.449747 1.842767 0.01 0.00 0.02
O -2.217563 1.530178 2.576154 -0.04 -0.02 -0.03
H -3.837808 2.752978 2.481315 0.00 -0.01 0.01
H -3.403673 1.991717 0.931868 0.00 0.00 -0.01
H -2.424310 3.331870 1.565171 0.00 0.00 -0.02
H -1.500279 1.251568 1.978993 0.06 0.03 0.02
C -1.848600 -3.185083 0.259065 -0.04 0.01 -0.04
P -2.429916 -1.634820 0.968176 0.07 -0.08 0.11
C -1.958489 -1.679176 2.706387 0.05 -0.02 -0.02
C -4.235219 -1.808673 1.014421 -0.02 0.01 -0.05
O -2.122012 -0.387040 0.183408 0.01 0.05 -0.04
H -2.371934 -4.024649 0.724002 0.00 0.00 0.00
H -0.774058 -3.283323 0.411545 0.01 0.01 0.01
H -2.048699 -3.180836 -0.813356 0.01 -0.01 0.01
H -2.408122 -2.552368 3.187251 -0.02 0.01 0.00
H -2.297846 -0.759310 3.182485 0.00 0.01 0.00
H -0.870333 -1.731029 2.759135 -0.03 0.01 0.02
H -4.549665 -2.692209 1.569924 0.01 -0.01 0.01
H -4.606718 -1.871804 -0.009168 -0.02 0.01 0.02
H -4.649066 -0.916310 1.485006 -0.01 0.00 0.00
O 4.164154 -0.228847 0.386497 0.01 0.00 0.00
N 2.975396 -0.010544 0.129374 -0.02 -0.01 -0.04
O 2.089808 -0.581562 0.857056 0.03 0.02 0.07
O 2.625529 0.740269 -0.782938 0.00 0.01 0.01
N 1.743539 -3.423787 -0.136444 0.00 0.00 0.06
C 1.389221 -3.657695 -1.454760 0.02 -0.06 -0.04
C 0.655100 -2.707358 -2.172389 0.00 0.03 -0.01
C 0.245807 -2.975397 -3.466087 -0.01 -0.01 -0.01
C 0.556532 -4.182743 -4.084332 -0.01 0.03 -0.02
C 1.293899 -5.122779 -3.379082 0.01 -0.01 0.03
C 1.703744 -4.869491 -2.079110 0.00 0.00 0.00
H 2.587436 -3.880994 0.168343 0.00 0.00 0.01
H 1.692811 -2.456582 0.176236 0.01 -0.01 -0.02
H 0.420616 -1.759639 -1.690698 -0.02 0.00 -0.01
H -0.318742 -2.221443 -4.002089 0.00 0.00 0.00
H 0.236748 -4.381512 -5.099408 0.00 0.00 0.00
H 1.552353 -6.068272 -3.842003 0.00 0.00 0.00
H 2.269422 -5.616170 -1.531807 0.00 0.00 0.00
```
Positions in Å, forces in eV/Å.

For the energy relative to the best compared isomer or geometry (same formula, charge and spin), the calculation gives 0.0 kJ/mol. The gap between HOMO and LUMO is 6.04 eV. As for the charge: -1. The value obtained for the LUMO energy is 0.10629 hartree. The value obtained for the HOMO energy is -3.1527 eV.

Entry 3:
Density functional theory data (wB97M-V/def2-TZVPD) for a structure of composition C12H35CuO11 in a non-equilibrium geometry.

Geometry as XYZ:
```
59
Properties=species:S:1:pos:R:3:forces:R:3
Cu -19.185608 -14.075610 12.672590 -0.30 0.84 -0.60
C -17.807118 -10.183668 11.965906 -1.19 1.49 0.66
C -17.971617 -11.614074 11.515603 0.54 -0.44 1.48
O -19.259193 -12.129304 11.715174 0.34 -0.56 -0.18
H -17.374115 -9.502914 11.238611 0.37 -0.31 -0.05
H -17.364787 -10.042758 12.955565 0.64 -0.50 -0.26
H -18.764316 -9.703347 12.218713 -0.28 -0.34 -0.45
H -17.334594 -12.302761 12.094692 0.47 0.21 -0.27
H -17.583888 -11.699279 10.488649 -0.65 -0.37 -0.32
C -17.116164 -7.230220 8.922470 -0.54 -0.47 0.36
C -17.943993 -6.850474 10.147708 0.40 0.86 0.22
O -18.336580 -5.472814 10.173565 -0.32 -0.24 -0.14
O -17.919729 -7.695928 7.835163 0.04 0.16 0.44
H -16.487866 -8.060995 9.256904 0.14 -0.05 -0.42
H -16.484854 -6.401707 8.599907 0.05 0.07 0.18
H -17.329986 -6.936284 11.047601 0.08 -0.22 -0.07
H -18.814133 -7.505580 10.264556 0.03 -0.13 -0.17
H -19.169084 -5.354581 9.704672 0.06 0.03 -0.02
H -18.709193 -7.143067 7.837739 0.02 -0.08 -0.33
C -15.281864 -13.298196 8.831941 0.40 0.17 0.34
C -16.186360 -12.408993 8.003705 0.60 1.31 1.41
O -16.235160 -12.680635 6.647568 -0.63 -0.52 -0.11
O -13.942532 -13.210296 8.349316 -0.45 -0.51 -0.10
H -15.669956 -14.323171 8.867319 0.21 -0.03 -0.33
H -15.259524 -12.939468 9.877168 -0.35 0.08 -0.12
H -15.900193 -11.357817 8.174584 0.50 -0.05 -0.16
H -17.143521 -12.394200 8.543919 -0.52 -0.66 -0.93
H -15.338513 -12.643546 6.296605 0.05 0.02 0.11
H -13.532363 -14.068953 8.500707 0.18 0.19 -0.14
C -18.136457 -6.443001 15.611241 -1.02 0.51 -1.26
C -19.119278 -6.193094 14.467715 -0.48 0.26 -0.01
O -18.984721 -7.180530 13.440465 0.44 -0.24 0.07
O -18.348634 -7.684841 16.217466 0.18 -0.66 0.53
H -18.364135 -5.690242 16.363176 0.27 0.04 0.11
H -17.145401 -6.264254 15.182900 0.28 -0.41 0.42
H -18.947531 -5.192556 14.059141 0.19 -0.02 0.02
H -20.157107 -6.210107 14.813948 0.07 -0.07 0.28
H -19.328802 -6.815482 12.620853 -0.01 0.09 0.03
H -18.271056 -8.437866 15.618493 0.20 0.31 -0.28
C -18.040105 -11.350705 17.022632 0.10 -0.24 -0.96
C -17.997437 -10.550855 18.296915 -0.50 -0.15 0.44
O -18.985695 -9.547265 18.343907 -0.03 -0.15 -0.04
O -17.365916 -10.654927 15.943809 0.06 -0.08 0.06
H -19.055163 -11.520236 16.648800 -0.27 0.29 0.61
H -17.660381 -12.364800 17.196421 0.58 0.23 -0.10
H -17.027685 -10.106539 18.535556 0.27 -0.28 -0.46
H -18.186853 -11.288335 19.085143 -0.28 0.34 0.17
H -18.718757 -8.845999 17.732065 -0.09 0.21 0.10
H -16.885097 -11.280431 15.398775 0.12 -0.04 0.14
C -21.376829 -10.574009 8.820278 -1.64 0.54 -0.74
C -22.218813 -11.808381 9.150187 0.00 1.14 0.75
O -21.548559 -12.832338 9.882726 0.27 -0.18 -0.13
O -21.092677 -9.746912 9.949682 0.73 -0.76 0.03
H -22.088998 -9.915701 8.305468 0.17 -0.33 -0.44
H -20.568539 -10.768856 8.111769 0.46 0.05 0.48
H -22.668039 -12.229153 8.255097 0.35 -0.26 -0.10
H -23.046244 -11.369161 9.726769 0.00 -0.48 0.20
H -21.062829 -12.447060 10.622510 -0.40 0.29 -0.18
H -20.370648 -10.149085 10.438957 0.11 0.08 0.19
```
Positions in Å, forces in eV/Å.

As for the spin multiplicity: 2. The gap between HOMO and LUMO (spin up / spin down) is 5.66 / 4.47 eV. As for the charge: +1. The value obtained for the LUMO energy (spin up / spin down) is -0.23861 / -0.28241 hartree. The value obtained for the HOMO energy (spin up / spin down) is -12.1571 / -12.1571 eV.